[1]
This record from OMol25 describes the ion C4H9N2 with charge +1. The level of theory is wB97M-V/def2-TZVPD.

Each line ends with the Mulliken charge.
Atoms and positions in Å:
C 0.98 -0.97 0.70  -0.72
C -0.49 -1.16 0.15  -0.56
N -0.36 -0.03 -0.74  0.16
C -0.94 1.21 -0.23  -0.47
N 0.42 1.49 0.51  -0.50
C 0.93 0.32 -0.18  0.15
H 1.09 -0.85 1.77  0.31
H 1.78 -1.53 0.44  0.31
H -0.70 -2.19 -0.24  0.37
H -1.16 -0.97 0.99  0.23
H -0.47 -0.35 -1.67  0.40
H -1.71 1.13 0.53  0.27
H -1.20 1.81 -1.12  0.35
H 0.65 2.40 0.13  0.31
H 1.67 0.50 -0.98  0.40

## Properties
Net charge ... +1
E_LUMO ... -3.5 eV
Gap between HOMO and LUMO ... 11.396 eV
HOMO energy ... -14.87 eV
Spin multiplicity ... 1

[2]
This record from OMol25 describes a cluster of 3 separate species, C6H15N in total. The level of theory is wB97M-V/def2-TZVPD.

Each line ends with the Mulliken spin population.
Atoms and positions in Å:
C 1.36 1.15 0.63  0.02
C -0.04 0.70 0.79  0.01
C -1.05 0.77 -0.23  -0.01
C -0.72 1.05 -1.69  0.00
C -2.32 0.24 0.01  -0.01
C -0.75 -2.42 0.93  0.00
N 2.92 -0.74 -0.39  1.05
H 2.05 1.35 1.42  -0.01
H 1.98 0.38 -0.02  -0.03
H 1.21 2.03 0.02  0.00
H -0.41 0.65 1.78  0.00
H -1.17 -2.16 1.96  0.00
H -1.21 0.42 -2.43  0.00
H -0.96 2.17 -1.95  0.00
H 0.37 0.96 -1.80  0.00
H -2.73 0.17 1.09  0.00
H -2.97 0.26 -0.84  0.00
H 0.40 -2.41 0.94  0.00
H -1.02 -1.56 0.29  0.00
H -1.14 -3.40 0.56  0.00
H 3.81 -1.10 -0.17  -0.02
H 2.43 -1.47 -0.77  -0.01

## Properties
Net charge ... +1
E_LUMO (alpha / beta) ... -6.2 / -6.3 eV
Gap between HOMO and LUMO (alpha / beta) ... 8.105 / 7.831 eV
HOMO energy (alpha / beta) ... -14.29 / -14.09 eV
Spin multiplicity ... 2